[1]
The following is a quantum chemistry calculation of HfI4 as an isolated structure in a non-equilibrium geometry, from OMol25.

```
5
HfI4 | OMol25 | ωB97M-V/def2-TZVPD
Hf 0.05281 -0.13192 -0.32811
I -0.73960 2.34811 -1.81166
I -1.15757 0.98135 2.10693
I -1.10582 -2.85778 -0.17741
I 2.95018 -0.33974 0.21027
```

Partial atomic charges computed with the Löwdin method, in multiples of e:
1 Hf 0.23
2 I -0.09
3 I -0.04
4 I -0.06
5 I -0.05

=====

[2]
The following is a quantum chemistry calculation of a 2-piece molecular cluster, I2S2 overall, from OMol25.

Its multiplicity is 3.

```
4
I2S2 | OMol25 | ωB97M-V/def2-TZVPD
S 1.19626 -0.53095 1.56833
S -0.39298 1.31688 -0.76667
I -1.14290 -0.74873 1.71358
I 0.33962 -0.03720 -2.51523
```

Partial atomic charges computed with the Löwdin method, in multiples of e:
1 S -0.25
2 S -0.35
3 I 0.30
4 I 0.30

=====

[3]
The following is a quantum chemistry calculation of Li2NO7P as an isolated structure in a non-equilibrium geometry, from OMol25.

The net charge is -2.

```
11
Li2NO7P | OMol25 | ωB97M-V/def2-TZVPD
Li -0.52967 0.49770 -1.21845
Li 2.23910 1.53551 -0.73834
P -2.06084 -0.47569 -0.69627
O -3.21376 -0.45412 1.32225
O -5.28136 0.28798 0.42646
O 4.90148 -0.27034 0.26491
O -2.28617 1.15755 0.42583
N 1.43753 -0.51986 0.41836
O 3.12657 -0.98109 1.86128
O 0.67244 -1.23051 -0.18846
O 0.99467 0.45287 -1.87755
```

Löwdin population analysis, charges in e, atoms 1 to 6:
1 Li 0.26
2 Li 0.65
3 P 0.72
4 O -0.42
5 O -0.33
6 O -0.58

=====

[4]
The following is a quantum chemistry calculation of Mg3N4O12 as an isolated structure in a non-equilibrium geometry, from OMol25.

The net charge is +2.

```
19
Mg3N4O12 | OMol25 | ωB97M-V/def2-TZVPD
Mg 3.48483 0.98247 -1.52300
Mg -1.23564 -0.81029 -1.07810
Mg 0.83154 0.70004 1.95529
N -0.39185 -0.91821 -3.37092
O -1.29939 -0.11525 -3.28631
O -0.08969 -1.42691 -4.37984
O 0.23495 -1.35737 -2.25955
N 2.92103 1.18516 3.04644
O 2.03377 0.56676 3.72802
O 2.70784 1.49701 1.79153
O 4.06063 1.25587 3.47437
N -0.58008 1.61097 0.18732
O 0.00927 2.32647 1.09739
O -0.54073 0.34046 0.48973
O -1.01435 1.81020 -0.87512
N -2.81057 -1.93599 0.30279
O -3.63969 -2.08640 1.12594
O -1.73221 -2.62978 0.26814
O -2.94966 -0.99521 -0.69413
```

Löwdin population analysis, charges in e, atoms 1 to 6:
1 Mg 1.66
2 Mg 0.77
3 Mg 1.06
4 N -0.55
5 O 0.09
6 O 0.22

=====

[5]
The following is a quantum chemistry calculation of one molecule with the formula N2 in a non-equilibrium geometry, from OMol25.

As for the SMILES: N#N.

```
2
N2 | OMol25 | ωB97M-V/def2-TZVPD
N -0.82463 0.26275 0.16641
N 0.82463 -0.26275 -0.16641
```

Partial atomic charges computed with the Löwdin method, in multiples of e:
1 N 0.00
2 N 0.00

=====

[6]
The following is a quantum chemistry calculation of one molecule with the formula N2, from OMol25.

As for the SMILES: N#N.

```
2
N2 | OMol25 | ωB97M-V/def2-TZVPD
N 0.00000 0.00000 0.54767
N 0.00000 0.00000 -0.54767
```

Partial atomic charges computed with the Löwdin method, in multiples of e:
1 N 0.00
2 N 0.00

=====

[7]
The following is a quantum chemistry calculation of a 2-piece molecular cluster, N2O3 overall in a non-equilibrium geometry, from OMol25.

```
5
N2O3 | OMol25 | ωB97M-V/def2-TZVPD
N 1.35508 0.72836 -0.08907
N -0.83240 -0.02588 0.00294
O -0.72299 -1.20226 -0.02884
O 1.88834 -0.28222 0.07322
O -1.68803 0.78202 0.04175
```

Partial atomic charges computed with the Löwdin method, in multiples of e:
1 N 0.17
2 N -0.34
3 O 0.05
4 O 0.05
5 O 0.07

=====

[8]
The following is a quantum chemistry calculation of one molecule with the formula N2O3S in a non-equilibrium geometry, from OMol25.

Its multiplicity is 3.

```
6
N2O3S | OMol25 | ωB97M-V/def2-TZVPD
N 2.13168 0.44026 0.62809
N 1.08813 -0.18662 0.47332
O -1.30313 -1.34579 0.08599
O -0.07576 0.03118 -1.49915
O -1.05016 1.10644 0.55674
S -0.79076 -0.04547 -0.24498
```

Partial atomic charges computed with the Löwdin method, in multiples of e:
1 N 0.08
2 N -0.17
3 O -0.13
4 O -0.13
5 O -0.18
6 S 0.53

=====

[9]
The following is a quantum chemistry calculation of a 2-piece molecular cluster, NO3P overall in a non-equilibrium geometry, from OMol25.

```
5
NO3P | OMol25 | ωB97M-V/def2-TZVPD
N -0.90729 1.31541 -0.61924
O -0.29524 2.27603 -0.99220
O -0.43022 0.27811 -0.07546
O 0.46686 -2.52965 0.70204
P 1.16589 -1.33989 0.98487
```

Partial atomic charges computed with the Löwdin method, in multiples of e:
1 N -0.25
2 O -0.01
3 O -0.27
4 O -0.48
5 P 1.01

=====

[10]
The following is a quantum chemistry calculation of an isolated ion of composition NO4P and charge -2 in a non-equilibrium geometry, from OMol25.

The net charge is -2. As for the SMILES: O=NP(=O)([O-])[O-].

```
6
NO4P | OMol25 | ωB97M-V/def2-TZVPD
N -1.13422 -0.26886 -0.06155
O 0.46121 1.38150 -0.68790
O 0.86631 -1.04908 -1.22050
O -1.84105 0.22598 0.83375
O 1.10315 -0.22091 1.30395
P 0.54460 -0.06863 -0.16777
```

Partial atomic charges computed with the Löwdin method, in multiples of e:
1 N -0.19
2 O -0.50
3 O -0.48
4 O -0.20
5 O -0.55
6 P -0.09

=====

[11]
The following is a quantum chemistry calculation of an isolated ion of composition NO4S and charge -1 in a non-equilibrium geometry, from OMol25.

The net charge is -1.

```
6
NO4S | OMol25 | ωB97M-V/def2-TZVPD
N -0.00523 -1.41003 1.09419
O 0.22961 0.24745 -1.73816
O 0.54971 -0.27779 0.88324
O 0.52475 2.16209 -0.25860
O -1.07973 -1.65649 0.54286
S -0.21911 0.93478 -0.52354
```

Partial atomic charges computed with the Löwdin method, in multiples of e:
1 N -0.24
2 O -0.51
3 O -0.31
4 O -0.52
5 O -0.14
6 S 0.72

=====

[12]
The following is a quantum chemistry calculation of an isolated ion of composition NO4S and charge -1 in a non-equilibrium geometry, from OMol25.

The net charge is -1. As for the SMILES: O=S(=O)=[N+]([O-])[O-].

```
6
NO4S | OMol25 | ωB97M-V/def2-TZVPD
N -0.38671 -0.78317 -0.15013
O -0.18612 2.13949 -0.20951
O 0.13820 -1.88178 0.12933
O -1.50728 -0.74057 -0.67138
O 1.79018 0.76603 0.55301
S 0.35962 1.00801 0.71897
```

Partial atomic charges computed with the Löwdin method, in multiples of e:
1 N -0.48
2 O -0.57
3 O -0.11
4 O -0.10
5 O -0.53
6 S 0.79

=====

[13]
The following is a quantum chemistry calculation of a 2-piece molecular cluster, NO5P overall in a non-equilibrium geometry, from OMol25.

The net charge is -2.

```
7
NO5P | OMol25 | ωB97M-V/def2-TZVPD
N -0.77546 -0.74972 0.23559
O 1.07684 0.86265 1.36339
O -0.30192 1.81930 -0.64367
O -1.62746 -0.70723 -0.63551
O -0.62942 -1.72839 1.01289
O 1.92884 -0.19832 -1.45517
P 0.32858 0.70172 0.12248
```

Löwdin population analysis, charges in e, atoms 1 to 6:
1 N -0.50
2 O -0.42
3 O -0.44
4 O -0.09
5 O -0.11
6 O -0.86

=====

[14]
The following is a quantum chemistry calculation of a 2-piece molecular cluster, NO5S overall in a non-equilibrium geometry, from OMol25.

The net charge is -1.

```
7
NO5S | OMol25 | ωB97M-V/def2-TZVPD
N 1.37477 1.62165 -0.07156
O -2.15487 -0.00620 -0.17185
O 1.05956 0.47112 -0.06257
O -1.66838 -1.74543 1.40617
O -0.80044 -1.91940 -0.87963
O 2.45733 2.06732 -0.33180
S -1.24585 -1.10717 0.18001
```

Löwdin population analysis, charges in e, atoms 1 to 6:
1 N -0.33
2 O -0.37
3 O -0.08
4 O -0.35
5 O -0.32
6 O -0.09

=====

[15]
The following is a quantum chemistry calculation of an isolated ion of composition NO5S and charge -1 in a non-equilibrium geometry, from OMol25.

The net charge is -1.

```
7
NO5S | OMol25 | ωB97M-V/def2-TZVPD
N -1.46566 0.09587 0.18373
O -1.66509 -0.43965 1.23435
O 2.37546 -0.65686 -1.21927
O -2.14960 1.04669 -0.15925
O 1.85819 0.67735 0.75457
O -0.41817 -0.25938 -0.71446
S 1.46486 -0.46401 -0.07966
```

Löwdin population analysis, charges in e, atoms 1 to 6:
1 N -0.51
2 O 0.03
3 O -0.49
4 O 0.00
5 O -0.49
6 O -0.30

=====

[16]
The following is a quantum chemistry calculation of a 2-piece molecular cluster, O2 overall in a non-equilibrium geometry, from OMol25.

```
2
O2 | OMol25 | ωB97M-V/def2-TZVPD
O 0.00000 0.00000 1.01657
O 0.00000 0.00000 -1.01657
```

Partial atomic charges computed with the Löwdin method, in multiples of e:
1 O 0.00
2 O 0.00

=====

[17]
The following is a quantum chemistry calculation of O2S2 as an isolated structure in a non-equilibrium geometry, from OMol25.

Its multiplicity is 3.

```
4
O2S2 | OMol25 | ωB97M-V/def2-TZVPD
O 2.08406 -0.26947 0.02926
O -2.28090 0.62697 0.01137
S 0.83843 0.46960 -0.02600
S -0.64158 -0.82710 -0.01464
```

Partial atomic charges computed with the Löwdin method, in multiples of e:
1 O -0.58
2 O -0.40
3 S 0.57
4 S 0.41

=====

[18]
The following is a quantum chemistry calculation of O2S3 as an isolated structure in a non-equilibrium geometry, from OMol25.

The net charge is -2.

```
5
O2S3 | OMol25 | ωB97M-V/def2-TZVPD
O -0.46336 1.01675 -1.19354
O -0.42646 0.90689 1.25782
S 2.51362 -0.62634 -0.00348
S -1.41956 -1.47011 -0.05406
S -0.20424 0.17282 -0.00674
```

Partial atomic charges computed with the Löwdin method, in multiples of e:
1 O -0.59
2 O -0.60
3 S -0.60
4 S -0.14
5 S -0.07

=====

[19]
The following is a quantum chemistry calculation of one molecule with the formula O2Si in a non-equilibrium geometry, from OMol25.

As for the SMILES: O=[Si]=O.

```
3
O2Si | OMol25 | ωB97M-V/def2-TZVPD
O 0.19537 -0.60894 -1.15417
O 0.27985 0.34051 1.24934
Si -0.47523 0.26843 -0.09517
```

Partial atomic charges computed with the Löwdin method, in multiples of e:
1 O -0.31
2 O -0.31
3 Si 0.62

=====

[20]
The following is a quantum chemistry calculation of a 2-piece molecular cluster, O3S2 overall in a non-equilibrium geometry, from OMol25.

```
5
O3S2 | OMol25 | ωB97M-V/def2-TZVPD
O 1.18145 0.66718 0.63391
O -1.25902 -0.89345 -0.97725
O -1.88588 1.11290 0.36660
S 2.36120 0.69763 -0.27873
S -1.30476 -0.21344 0.30317
```

Partial atomic charges computed with the Löwdin method, in multiples of e:
1 O -0.77
2 O -0.44
3 O -0.43
4 S 0.77
5 S 0.86

=====

Number 1: E -33712.8269 eV. Number 2: E -37869.8215 eV. Number 3: E -25493.7205 eV. Number 4: E -46832.7667 eV. Number 5: E -2970.9675 eV. Number 6: E -2981.0752 eV. Number 7: E -9116.2759 eV. Number 8: E -19950.5679 eV. Number 9: E -16916.4581 eV. Number 10: E -18967.4576 eV. Number 11: E -20514.4766 eV. Number 12: E -20514.1458 eV. Number 13: E -21011.0362 eV. Number 14: E -22559.8763 eV. Number 15: E -22560.4074 eV. Number 16: E -4082.6553 eV. Number 17: E -25759.9034 eV. Number 18: E -36598.7153 eV. Number 19: E -11970.3740 eV. Number 20: E -27810.5364 eV.